Computed, not measured: an isolated molecule of C30H40ClN7O3S, with the ωB97M-V functional and the def2-TZVPD basis.

Calculated values
charge	0
SMILES	COc1cc(N2CCC(N3CCN(C)CC3)CC2)ccc1Nc1ncc(Cl)c(Nc2ccccc2S(=O)(=O)C(C)C)n1
spin multiplicity	1
energy above the lowest of the compared OMol25 structures with the same formula, charge and spin	0.088	eV
energy	-71690.712	eV
Kohn-Sham gap	7.76	eV

Positions of all 82 atoms, in Å:
C -1.899 -6.057 1.892
H -1.409 -6.809 2.509
O -0.861 -5.338 1.276
C -1.188 -4.334 0.401
C -2.477 -3.933 0.108
C -2.737 -2.896 -0.800
C -1.649 -2.333 -1.466
C -0.358 -2.734 -1.180
C -0.099 -3.697 -0.221
N 1.197 -4.094 0.117
C 2.292 -3.308 0.170
N 2.148 -1.997 -0.048
C 3.223 -1.227 -0.014
N 3.131 0.118 -0.208
C 2.017 0.921 -0.306
C 0.710 0.452 -0.116
C -0.367 1.308 -0.220
C -0.190 2.648 -0.534
C 1.095 3.130 -0.702
C 2.183 2.286 -0.572
S 3.798 3.071 -0.682
O 4.783 2.086 -1.080
O 3.682 4.245 -1.503
C 4.223 3.615 1.024
C 4.300 2.403 1.926
H 5.010 1.682 1.527
H 4.627 2.692 2.923
H 3.324 1.927 2.010
C 3.207 4.646 1.463
H 3.510 5.108 2.400
H 3.121 5.418 0.703
H 2.232 4.181 1.605
H 5.207 4.068 0.893
H 1.284 4.162 -0.950
H -1.038 3.307 -0.638
H -1.363 0.923 -0.054
H 0.566 -0.591 0.108
H 4.013 0.594 -0.414
C 4.488 -1.805 0.236
C 4.528 -3.164 0.479
N 3.445 -3.922 0.458
H 5.458 -3.667 0.703
Cl 5.924 -0.836 0.265
H 1.306 -5.027 0.488
H 0.469 -2.279 -1.699
H -1.782 -1.569 -2.213
N -4.058 -2.533 -1.051
C -4.348 -1.584 -2.102
H -3.733 -1.810 -2.974
C -4.154 -0.126 -1.666
H -3.110 0.036 -1.398
H -4.409 0.523 -2.505
C -5.037 0.183 -0.455
N -4.801 1.508 0.127
C -4.434 2.567 -0.796
C -4.076 3.824 -0.007
N -5.216 4.270 0.769
C -4.951 5.513 1.456
H -5.847 5.819 1.994
H -4.705 6.280 0.723
H -4.119 5.435 2.175
C -5.599 3.213 1.683
C -5.950 1.958 0.895
H -6.251 1.175 1.592
H -6.805 2.183 0.232
H -6.473 3.541 2.252
H -4.785 2.977 2.392
H -3.795 4.619 -0.703
H -3.212 3.601 0.645
H -3.558 2.269 -1.371
H -5.257 2.809 -1.492
C -4.752 -0.874 0.623
C -4.935 -2.293 0.077
H -4.742 -3.015 0.869
H -5.967 -2.429 -0.264
H -3.721 -0.749 0.962
H -5.409 -0.734 1.481
H -6.094 0.090 -0.775
H -5.396 -1.735 -2.387
H -3.309 -4.434 0.576
H -2.512 -5.413 2.530
H -2.538 -6.554 1.155

---

Computed, not measured: a structure of composition C30H40IN6O2PdS2, with the ωB97M-V functional and the def2-TZVPD basis.

Calculated values
charge	-1
spin multiplicity	1
energy above the lowest of the compared OMol25 structures with the same formula, charge and spin	0.136	eV
energy	-78048.825	eV
Kohn-Sham gap	6.11	eV

Positions of all 82 atoms, in Å:
Pd 0.876 -0.395 0.020
C 0.468 3.737 -0.980
C 0.234 3.680 0.497
N 0.486 4.728 1.226
C 0.309 4.648 2.576
C -0.041 3.498 3.223
C -0.128 3.523 4.723
O -1.431 3.203 5.224
C -0.297 2.319 2.463
C -0.478 1.062 3.139
N -0.408 -0.079 2.549
C -0.427 -1.268 3.274
C -0.061 -1.405 4.619
C -0.043 -2.646 5.237
C -0.376 -3.792 4.528
C -0.719 -3.687 3.186
C -0.732 -2.444 2.576
I -1.142 -2.283 0.536
C -0.278 2.420 1.039
O -0.669 1.519 0.250
H 1.096 4.594 -1.217
H -0.480 3.833 -1.519
H 0.932 2.814 -1.336
H 0.500 5.558 3.136
H 0.176 4.513 5.074
H 0.546 2.794 5.180
H -2.067 3.607 4.623
H -0.650 1.115 4.219
H 0.226 -0.525 5.181
H 0.250 -2.718 6.277
H -0.355 -4.762 5.007
H -0.959 -4.569 2.608
N -1.370 0.327 -2.225
C -0.367 -0.423 -2.777
S 1.006 0.291 -3.369
N -0.707 -1.749 -2.906
C 0.107 -2.898 -2.952
C -0.562 -4.122 -3.016
C 0.140 -5.314 -3.012
C 1.526 -5.308 -2.936
C 2.187 -4.091 -2.860
C 1.497 -2.887 -2.870
H -1.035 1.141 -1.708
H -2.050 -0.179 -1.675
H -1.671 -1.960 -2.699
H -1.647 -4.134 -3.055
H -0.402 -6.251 -3.059
H 2.080 -6.238 -2.927
H 3.267 -4.066 -2.776
H 2.023 -1.951 -2.780
C 5.683 -2.637 2.579
C 4.922 -3.862 2.074
C 4.031 -3.587 0.860
C 2.666 -2.976 1.173
N 2.724 -1.692 1.848
C 2.737 -0.472 1.168
S 3.306 -0.324 -0.438
N 2.749 0.598 2.057
C 2.982 1.962 1.612
C 4.455 2.355 1.677
C 5.062 2.213 3.070
C 4.448 3.166 4.095
H 6.343 -2.897 3.411
H 5.002 -1.853 2.906
H 6.299 -2.218 1.779
H 4.311 -4.280 2.884
H 5.650 -4.634 1.806
H 3.832 -4.525 0.331
H 4.553 -2.928 0.161
H 2.115 -3.651 1.835
H 2.098 -2.882 0.242
H 2.224 -1.655 2.725
H 2.091 0.502 2.816
H 2.385 2.621 2.245
H 2.621 2.080 0.588
H 4.539 3.395 1.342
H 5.007 1.739 0.964
H 6.140 2.393 3.011
H 4.932 1.181 3.404
H 4.493 4.199 3.741
H 4.970 3.115 5.052
H 3.397 2.931 4.280

---

Computed, not measured: a structure of composition C30H40N3O2PtSi2, with the ωB97M-V functional and the def2-TZVPD basis.

Calculated values
charge	-1
spin multiplicity	1
energy	-59333.707	eV
Kohn-Sham gap	7.73	eV

Positions of all 78 atoms, in Å:
Pt -0.007 0.061 -0.244
C 0.376 -2.752 -2.633
C 1.739 -2.141 -2.777
C 2.443 -2.258 -3.970
C 3.717 -1.730 -4.098
C 4.306 -1.099 -3.014
C 3.632 -0.970 -1.805
C 4.315 -0.350 -0.621
C 2.328 -1.466 -1.706
N 1.567 -1.242 -0.528
C 1.938 -1.930 0.567
O 2.860 -2.743 0.672
C 1.093 -1.622 1.786
C 1.215 -2.241 3.017
C 0.332 -1.875 4.027
C -0.644 -0.913 3.795
C -0.704 -0.337 2.538
N 0.151 -0.703 1.595
C -1.704 0.700 2.088
O -2.501 1.158 2.912
N -1.624 0.982 0.774
C -2.615 1.902 0.330
C -2.270 3.233 0.099
C -0.900 3.717 0.464
C -3.233 4.108 -0.392
C -4.531 3.679 -0.618
C -4.878 2.370 -0.318
C -3.938 1.474 0.175
C -4.352 0.092 0.591
H -0.046 -2.995 -3.608
H -0.306 -2.083 -2.110
H 0.433 -3.671 -2.044
H 1.976 -2.766 -4.807
H 4.249 -1.811 -5.038
H 5.311 -0.702 -3.098
H 5.248 0.125 -0.923
H 4.531 -1.118 0.124
H 3.684 0.393 -0.134
H 1.989 -2.984 3.143
H 0.401 -2.347 4.999
H -1.356 -0.594 4.543
H -0.839 3.883 1.543
H -0.657 4.652 -0.043
H -0.150 2.965 0.218
H -2.956 5.137 -0.589
H -5.271 4.363 -1.014
H -5.899 2.035 -0.457
H -5.373 -0.116 0.268
H -4.307 0.006 1.679
H -3.694 -0.668 0.176
C -2.840 2.038 -3.306
Si -1.744 0.520 -3.113
C -1.375 -0.053 -4.886
C -2.880 -0.808 -2.377
C -0.101 0.745 -2.256
Si 0.901 2.264 -2.653
C 2.353 2.597 -1.495
C -0.050 3.891 -2.803
C 1.707 1.969 -4.340
H -3.742 1.733 -3.844
H -2.366 2.840 -3.872
H -3.152 2.443 -2.342
H -2.275 -0.420 -5.386
H -0.628 -0.850 -4.896
H -0.976 0.773 -5.480
H -3.035 -1.623 -3.087
H -3.853 -0.365 -2.160
H -2.491 -1.236 -1.451
H 0.491 -0.020 -2.782
H 2.051 3.015 -0.537
H 3.038 3.305 -1.970
H 2.904 1.679 -1.297
H -0.847 3.991 -2.064
H -0.505 3.985 -3.791
H 0.642 4.728 -2.676
H 2.334 1.074 -4.315
H 2.329 2.816 -4.644
H 0.947 1.815 -5.109

---

Computed, not measured: the ion C30H40N3O5Si with charge +1, with the ωB97M-V functional and the def2-TZVPD basis.

Calculated values
charge	+1
spin multiplicity	1
energy	-54336.413	eV
Kohn-Sham gap	7.13	eV

Positions of all 79 atoms, in Å:
C 5.546 0.712 -3.854
Si 3.771 0.626 -4.415
C 3.255 2.029 -5.497
C 3.377 -1.032 -5.147
O 2.866 0.845 -2.875
C 1.601 0.622 -2.745
C 0.973 0.852 -1.392
C -0.535 0.930 -1.611
C -1.001 -0.161 -2.560
C -0.621 0.373 -3.894
O 0.951 0.366 -3.838
H 6.187 0.617 -4.744
H 5.784 1.668 -3.367
H 5.811 -0.101 -3.164
H 4.041 2.191 -6.247
H 2.323 1.791 -6.023
H 3.113 2.961 -4.937
H 4.097 -1.239 -5.954
H 3.453 -1.844 -4.415
H 2.372 -1.050 -5.585
H 1.323 1.858 -1.080
H -1.099 0.846 -0.677
H -0.740 1.927 -2.026
H -0.515 -1.126 -2.332
H -2.086 -0.316 -2.499
H -0.895 -0.243 -4.748
H -0.910 1.418 -4.043
C -2.410 -1.414 5.533
N -2.307 -1.307 4.094
C -3.435 -1.285 3.315
O -4.583 -1.434 3.717
C -2.983 -1.072 1.871
C -3.742 0.087 1.212
C -5.215 -0.209 0.979
C -6.205 0.661 1.460
C -7.558 0.357 1.289
C -7.932 -0.809 0.606
C -6.947 -1.661 0.092
C -5.593 -1.356 0.272
N -1.545 -0.865 2.030
C -0.657 -0.940 0.985
C 0.404 -0.104 0.803
C 1.387 -0.139 -0.354
C 2.824 0.097 0.222
C 3.960 0.052 -0.600
C 5.118 0.740 -0.265
C 5.322 1.061 1.092
N 6.631 1.354 1.560
O 6.815 1.472 2.795
O 7.561 1.461 0.727
C 4.278 0.900 2.020
C 3.033 0.446 1.574
C -1.142 -0.740 3.432
C -0.985 0.735 3.823
C 0.134 -1.527 3.753
H -3.398 -1.804 5.786
H -1.633 -2.095 5.891
H -2.264 -0.438 6.015
H -3.154 -2.006 1.306
H -3.645 0.979 1.855
H -3.254 0.326 0.251
H -5.896 1.563 1.996
H -8.320 1.027 1.700
H -8.989 -1.051 0.476
H -7.227 -2.575 -0.440
H -4.817 -2.018 -0.122
H -0.849 -1.743 0.256
H 0.425 0.853 1.361
H 1.346 -1.137 -0.816
H 3.949 -0.552 -1.505
H 5.891 0.963 -1.000
H 4.453 1.117 3.070
H 2.231 0.378 2.314
H -1.942 1.263 3.699
H -0.672 0.796 4.874
H -0.227 1.214 3.197
H -0.052 -2.599 3.611
H 0.937 -1.222 3.075
H 0.439 -1.322 4.787

---

no.,molecular weight (Da),E_HOMO (eV),LUMO level (eV)
1,614.22,-7.222,0.537
2,814.15,-3.911,2.199
3,725.92,-5.124,2.604
4,550.75,-10.645,-3.515